C2H8NS | wB97M-V/def2-TZVPD

The calculation puts the frontier orbital gap at 9.99 eV. As for the structure (SMILES): [NH3+]CCS. As for the total energy: -533.6558 Ha. As for the lowest unoccupied orbital energy: -3.85 eV. The total charge is +1. The HOMO energy comes out at -13.84 eV.

Geometry (Å):
N: -0.78010 -0.16607 -1.09616
C: 0.53854 0.35020 -0.53610
C: 0.54491 0.51715 0.95037
S: -0.64034 -0.72773 1.79860
H: -0.82269 0.02028 -2.13635
H: -1.50623 0.33590 -0.60339
H: -0.73778 -1.15624 -0.87499
H: 1.37592 -0.22483 -0.91904
H: 0.87110 1.30613 -0.91343
H: -0.09591 1.31245 1.24020
H: 1.47156 0.41044 1.51055
H: -0.21897 -1.97767 1.57974

Table of Mulliken atomic charges, one value per atom, all in e:
1. N -0.27
2. C -0.48
3. C -0.64
4. S -0.24
5. H 0.38
6. H 0.33
7. H 0.32
8. H 0.37
9. H 0.34
10. H 0.33
11. H 0.41
12. H 0.15

C2H8NS | wB97M-V/def2-TZVPD

The calculation puts the frontier orbital gap at 9.24 eV. As for the structure (SMILES): [NH3+]CCS. As for the total energy: -533.6655 Ha. As for the lowest unoccupied orbital energy: -3.99 eV. The total charge is +1. The HOMO energy comes out at -13.23 eV.

Geometry (Å):
N: -1.06373 -1.00640 0.64185
C: -0.02851 0.11186 0.66697
C: 0.66823 0.18837 -0.71075
S: 0.67275 1.86968 -1.38158
H: -1.60464 -1.11371 1.49877
H: -0.75402 -1.88264 0.21241
H: -1.70707 -0.71410 -0.10676
H: -0.54692 1.00567 0.98229
H: 0.69751 -0.20822 1.37355
H: 0.08350 -0.39354 -1.41830
H: 1.67736 -0.19012 -0.62635
H: 1.90554 2.33316 -1.13210

Table of Mulliken atomic charges, one value per atom, all in e:
1. N -0.39
2. C -0.45
3. C -0.59
4. S -0.19
5. H 0.35
6. H 0.34
7. H 0.37
8. H 0.42
9. H 0.33
10. H 0.26
11. H 0.37
12. H 0.18

- Look up the total charge of the first one.
  +1

What did the second record say?
C2H8NS | wB97M-V/def2-TZVPD

The calculation puts the frontier orbital gap at 9.24 eV. As for the structure (SMILES): [NH3+]CCS. As for the total energy: -533.6655 Ha. As for the lowest unoccupied orbital energy: -3.99 eV. The total charge is +1. The HOMO energy comes out at -13.23 eV.

Geometry (Å):
N: -1.06373 -1.00640 0.64185
C: -0.02851 0.11186 0.66697
C: 0.66823 0.18837 -0.71075
S: 0.67275 1.86968 -1.38158
H: -1.60464 -1.11371 1.49877
H: -0.75402 -1.88264 0.21241
H: -1.70707 -0.71410 -0.10676
H: -0.54692 1.00567 0.98229
H: 0.69751 -0.20822 1.37355
H: 0.08350 -0.39354 -1.41830
H: 1.67736 -0.19012 -0.62635
H: 1.90554 2.33316 -1.13210

Table of Mulliken atomic charges, one value per atom, all in e:
1. N -0.39
2. C -0.45
3. C -0.59
4. S -0.19
5. H 0.35
6. H 0.34
7. H 0.37
8. H 0.42
9. H 0.33
10. H 0.26
11. H 0.37
12. H 0.18

- Among the records above, which one has the lowest HOMO energy?
  number 1